Entry 1:
65
Properties=species:S:1:pos:R:3 method="wB97M-V/def2-TZVPD" relative_energy_ev=3.197 charge=-1 homo_ev=-6.504 energy_ev=-36659.44278 homo_lumo_gap_ev=9.07
H -0.36446 -1.25431 -4.83848
C -0.64646 2.67169 1.60852
H -4.10246 0.01369 0.78052
H -2.99746 3.54869 -3.50648
H -0.65446 1.58969 1.69852
C 2.56754 -0.01031 1.49452
C -1.81946 3.68069 -1.98848
O -2.74046 4.23869 -2.93348
H -1.16446 -1.11231 0.67952
H 0.93854 -5.47731 -0.68848
O 3.06054 -0.75331 0.48852
C 2.35054 -0.83931 2.91152
O -3.32246 -0.78431 -0.87548
H 3.28054 -1.28731 3.28252
C -0.03346 3.70869 2.44052
O 1.03054 -3.70531 -1.58448
H 2.24854 -1.01031 -0.28848
H -2.40346 4.01569 1.13652
C -3.92846 -1.04331 0.41252
O -0.40446 -1.45131 0.40852
H -1.82946 -1.13931 -5.30448
H -0.04246 4.76069 2.26952
H 4.21354 1.04069 -3.35448
O -0.79146 0.22269 -1.10548
C 3.61654 1.15869 1.69052
H -1.71046 -3.34731 3.58052
H -1.30146 -1.93731 -3.93148
H 1.15754 -2.77531 -1.27448
H 3.46654 1.55169 -1.87048
O -1.45146 -5.30531 2.72652
O 1.03454 -1.04631 -1.31948
H -0.48146 3.74869 3.55252
H -0.99246 4.11169 -2.07448
H -2.51046 2.26669 0.63352
H 0.99354 3.46869 2.65052
C -1.24446 -1.09331 -4.52948
C 1.40554 -4.46131 -0.41248
H -1.98546 3.91669 -1.07448
H 3.77454 1.61469 0.75352
H -4.75046 -1.56131 0.09152
C -2.12046 2.91469 1.40552
H 3.59654 0.09069 -2.10248
H 0.05254 -3.93331 3.17752
H 4.32354 0.86469 2.23652
C 0.04354 -0.57831 -0.64248
O -1.38946 0.11169 -3.70248
H -2.31246 -5.38731 2.42452
H 1.64554 0.50469 1.15552
H -1.13346 -3.33431 1.76852
H -0.89046 0.04769 -2.85048
H 0.89054 -4.00431 0.35452
H 3.42254 2.11469 2.31152
H 1.30654 -1.66031 2.85952
O 2.19454 0.87169 -2.86148
H -1.63246 2.68569 -2.21248
H -2.66446 2.61169 2.32352
H 2.55854 -4.26531 -0.08648
H -3.10346 -1.64931 0.95452
H 1.63654 0.50969 -2.22348
H -2.60246 -0.22731 -0.82148
H 1.99554 -0.03231 3.67752
O 0.03054 2.77469 0.34752
C 3.57754 0.96569 -2.58248
C -1.06846 -3.86031 2.80252
H 0.17754 1.93069 -0.04948

=====

Entry 2:
61
Properties=species:S:1:pos:R:3 method="wB97M-V/def2-TZVPD" charge=+1 homo_ev=-12.693 energy_ev=-28471.88146 homo_lumo_gap_ev=10.78
H 1.32590 -3.95667 -1.90460
H 2.17042 0.49510 -2.47630
H 2.44472 -2.05895 0.23493
H -0.82589 -1.98945 4.85909
H -1.60016 -0.22273 -2.55662
H -0.70823 4.55210 -1.12429
H 0.59211 3.05314 3.07177
H 2.90293 -1.87761 -1.47091
O -0.42693 1.82560 -0.90532
H 0.34396 -2.34852 2.10382
H -1.92188 4.64906 0.15637
O 1.62949 3.02965 -2.20049
C -1.47506 -3.44918 2.65023
H 0.51500 -1.11218 4.22198
H 3.35088 0.56451 1.37248
H 0.60253 -3.55720 -0.35876
H 0.59295 0.79873 -3.28916
O 2.44478 0.62078 1.68903
H -2.25833 -3.36559 3.40473
C 0.96835 2.05138 2.84370
H 3.01548 2.51701 2.31928
H 1.99320 3.91740 -2.13898
C 0.00456 -2.07599 4.14902
H -0.94475 -4.37256 2.89493
H 2.06362 0.40197 -4.21404
H 0.68681 -2.85008 4.49398
H 0.20181 2.34589 -1.44069
C 1.67323 0.93077 -3.34510
H 0.03832 -2.44072 -2.67058
H -0.11727 0.44667 -0.33367
H 3.09941 2.49540 -3.55254
H 3.24453 -3.32529 -0.69017
O -0.03223 -0.40308 0.21032
H -1.94822 2.19138 0.46144
H 0.06610 -1.17504 -0.39228
C 2.14449 2.01610 1.89463
C -3.09883 -1.26398 -1.33540
H -3.22172 0.38723 -2.73235
O -2.89269 -0.47672 -0.15715
H -1.88391 -3.54349 1.64445
H 1.90270 2.44909 0.91805
C -1.06535 4.07985 -0.21313
C 2.46594 -2.55687 -0.73356
C 2.01733 2.40727 -3.42778
H -2.02501 -0.96435 2.98222
H 0.14422 1.43200 2.49761
O 0.35118 -2.09994 -1.82902
C -2.64605 -0.52966 -2.57403
H -2.82686 -1.12519 -3.47380
C -1.49384 2.64244 -0.42008
H 1.52203 2.85987 -4.28921
O -1.26876 -1.06190 2.39615
H -2.61205 -2.23257 -1.22052
H -4.16418 -1.50649 -1.39941
H -2.28824 2.62075 -1.18008
H -3.54012 0.23395 -0.15068
C 1.15059 -3.13852 -1.20815
H 1.32266 1.73055 3.82725
C -0.54181 -2.25019 2.73380
H -0.33060 4.13147 0.59376
H -0.83329 -0.54642 0.78382

=====

Entry 3:
69
Properties=species:S:1:pos:R:3 method="wB97M-V/def2-TZVPD" charge=0 smiles="[H]/N=C(/C)COC(=O)OI.CO.CO.CO.CO.CO.CO.CO.CO.CO" homo_ev=-9.332 energy_ev=-48317.04967 homo_lumo_gap_ev=8.86
H -3.06227 -4.05740 3.81506
H 1.02693 -1.17359 6.02690
O -0.41277 2.99987 -5.98572
H 0.27003 7.38487 -1.72529
H 1.20215 3.76212 -2.49897
H 3.89841 0.15351 3.70281
C 0.96799 2.95311 -3.19570
H -4.22595 -5.01034 6.46238
H -0.53085 -0.43857 6.47890
C -3.18871 -2.97741 3.87726
C -0.69723 2.62210 -4.88839
H -2.55419 -2.99527 0.42828
H 3.73767 0.48833 0.29076
C 5.09183 -1.35572 -5.78440
H -1.54949 -2.50378 2.95398
O 2.00510 6.24077 -1.57654
H -3.76786 -2.12290 -0.54425
H -4.37944 2.02629 0.01518
H 3.63916 -2.01392 2.88617
H 6.15995 -1.54948 -5.91414
I -1.58213 0.52901 -3.03968
O 4.74494 -0.04127 -6.20331
H -0.44113 -2.16501 6.08831
H 1.73804 0.35064 1.43999
H -2.85140 -2.63194 4.86072
H -3.46096 0.76327 -0.84172
O 3.05468 -0.04933 3.29098
H -4.35688 -6.75764 6.72822
H 2.51948 6.97942 -1.24206
O -0.34247 -0.94694 4.46521
H -4.22835 0.40534 0.72319
C -4.49346 -5.95632 5.99777
O -5.52532 0.50612 -0.83844
C -0.05016 -1.18158 5.83795
O -0.31545 3.27584 -3.75785
H -2.05609 -3.02997 -1.86069
O 1.66920 0.53149 0.49677
O -3.63988 -6.12791 4.87151
H -2.48259 -1.23854 0.29923
H 0.06550 5.62554 -1.64387
H -0.00373 -0.07725 4.23364
C 0.63450 6.46747 -1.25705
H 2.82775 1.36140 -0.95855
O -2.48282 -2.30334 2.84052
H -4.24410 -2.73723 3.76482
H 2.11895 1.00093 -5.31795
H 0.93474 2.03758 -2.60222
N 2.62127 3.87784 -4.76204
H 4.52098 -2.11247 -6.32891
H -5.54422 -5.91651 5.69995
C -4.33168 0.95670 -0.20800
H 2.57108 0.86254 -3.60124
C 2.84878 -1.46062 3.39819
H 2.81188 -1.77520 4.44363
H 2.14160 4.72514 -4.45009
O -1.55395 1.59381 -4.73864
C 2.88784 1.15091 0.10694
H 4.95295 0.03827 -7.13814
H 3.71206 1.55653 -4.76164
H 0.48951 6.52749 -0.17538
O -1.85551 -2.22329 -1.38013
H 4.84894 -1.42968 -4.72681
H -3.86716 -6.96106 4.45032
H 1.89600 -1.69163 2.92948
C -2.71888 -2.15119 -0.23674
H -5.62229 0.98506 -1.66582
C 2.66052 1.48040 -4.50022
H 3.03670 2.08972 0.64674
C 2.11221 2.85482 -4.20116

=====

Entry 4:
80
Properties=species:S:1:pos:R:3 method="wB97M-V/def2-TZVPD" relative_energy_ev=0.072 charge=-1 homo_ev=-7.140 energy_ev=-58510.51389 homo_lumo_gap_ev=9.42
H 2.82444 -2.12410 0.99750
C 4.09915 1.85881 0.09837
F -0.61593 -0.42927 -1.24592
O 1.53544 5.64386 1.30148
H 0.57810 0.34788 -2.96101
C 0.54654 0.17250 4.29021
H -1.20832 -4.96607 1.45298
H 0.36823 4.54149 3.13851
H -2.04610 -0.87753 1.69880
H -5.03483 3.58491 -3.73330
N 0.18304 -3.94651 -0.21022
N 0.14756 4.10825 2.26226
H 1.31216 2.01834 -2.00790
F -0.07075 -0.17616 0.94259
H -0.30483 -3.05578 -0.15523
N -2.98518 -0.94781 2.05055
N -3.58402 0.56887 0.44339
N -2.81911 1.44668 -2.85184
C 0.90036 -3.71081 2.09590
N -1.47667 -2.59511 -3.26922
C -0.93572 -5.14854 2.49029
H 1.96851 3.44898 -2.80754
B -0.06864 0.46716 -0.29994
C -2.80622 -2.86781 -3.06845
C -4.06085 2.02871 -2.77558
C 2.14548 -2.54193 0.24960
C 0.79295 4.68492 1.19880
H 1.98248 -4.71756 0.48278
H 0.12485 1.04375 4.79992
H 0.82592 4.51352 -0.84007
O 2.60436 0.21888 5.60396
H -1.48103 -4.57426 3.24896
O 4.05574 0.51398 0.54787
C 2.07284 0.26716 4.27917
H -0.56261 3.41609 2.11858
H 5.66510 2.87390 -1.01641
H 0.89613 -0.04109 -4.63066
H 0.13908 -2.92652 2.19204
H 0.47935 -4.02475 -1.17871
H -1.18206 -6.18344 2.74041
H 0.27108 -0.72913 4.83553
N 0.43858 4.13728 0.00279
H 1.44311 -1.74425 0.01516
F 1.20050 0.89115 -0.67591
C -3.98643 -0.15452 1.54342
H 1.75883 -3.38175 2.69241
H 4.54162 2.11741 -2.01119
C 1.43213 1.85719 -4.00638
O -4.86076 1.80352 -1.88466
O 1.66348 2.33740 -5.10846
H -2.13887 1.87837 -3.45742
O 0.46071 -4.93405 2.64053
H -0.95783 -3.19178 -3.88624
O -3.40050 -3.78555 -3.60407
F -0.95348 1.57400 -0.20391
N 1.02819 0.56215 -3.84432
H -3.23793 -1.56514 2.79786
H 3.14351 0.23330 0.66118
H -2.89430 -1.26623 -1.77704
H 5.71374 1.10049 -1.28439
H 2.45616 -0.64398 3.81925
H 4.29138 2.60402 0.87817
H 3.09675 2.14525 -0.23088
H -4.33849 -2.23765 -1.88980
H 2.66294 -2.78695 -0.68022
N 1.50487 2.56303 -2.84039
H -4.28583 1.05248 -0.11213
C 1.38706 -3.82417 0.65843
H -0.93151 -1.99996 -2.67009
N -4.26729 2.94290 -3.75477
H 2.43212 1.07009 6.01817
C 5.07585 1.95120 -1.06491
H -2.65040 0.94723 0.43490
H -0.13647 3.31314 -0.08362
H 0.15396 0.16719 3.27429
H -2.42582 1.07017 -2.00573
H 2.38261 1.15051 3.71699
N -3.37547 -2.08065 -2.11481
H -3.59775 3.06395 -4.49358
O -5.10503 -0.12125 2.02293

=====

Entry 5:
77
Properties=species:S:1:pos:R:3 method="wB97M-V/def2-TZVPD" relative_energy_ev=0.000 charge=-1 homo_ev=-7.004 energy_ev=-51608.59588 homo_lumo_gap_ev=9.21
H -2.69027 -3.51377 -0.27848
C 0.81429 0.88350 0.00098
H 3.13966 2.50605 1.34088
C -2.83593 3.46428 -3.50892
C -1.64907 -3.71124 -0.01527
H 4.84622 2.84325 1.43955
N 0.95189 -0.10385 -3.42732
N 2.18191 -1.09404 2.92143
C -0.36660 3.91919 -3.22607
O 0.70042 1.35975 -1.15094
C 0.38390 -1.24606 -3.87968
N -1.08683 -1.01815 2.63574
N -1.21280 2.55301 -5.07131
H -1.36458 -2.22956 -3.79894
H 3.40322 1.83412 -2.77928
H -4.25699 1.80704 -1.66602
O -2.48559 -0.38018 4.37222
H -3.60559 2.94671 -4.09294
C -0.20844 -5.99371 1.92162
H -0.59332 4.10466 -2.17060
H 2.43543 1.80447 4.28592
N 3.90166 3.07653 1.67278
O -3.24194 3.58901 -2.14059
H -1.03591 -1.98890 2.88221
C 3.57362 4.21739 2.33213
H -0.60642 -0.72328 1.78736
H -0.95526 -3.26027 -0.72029
H 0.40518 3.34570 -0.21765
H -0.09027 -0.57045 -0.68971
H 1.94364 -0.12962 -3.59297
H 1.51721 -7.19881 1.80439
H 2.01652 -0.69270 2.01711
H 1.91526 5.29982 2.64508
H -0.34147 2.03366 -5.05708
H 0.56014 3.34630 -3.12973
N -1.98699 1.06282 2.70365
H -0.28234 4.85243 -3.77448
O 0.96968 -2.10289 -4.52976
C 0.56545 -7.12283 1.27671
O 2.49875 -0.68077 5.13403
C -3.35274 2.38351 -1.43279
O 0.15940 4.25518 0.01281
H -2.90335 4.46279 -3.94851
N -0.32799 -6.33945 3.35614
H -0.05989 -7.31024 3.47678
H -1.33214 -0.75834 -2.79303
O 4.37854 4.93013 2.92300
H 2.32916 1.18715 2.61587
C -1.88338 -0.16780 3.32478
H 0.86724 -6.84724 0.26262
H -2.54244 1.67730 -1.63988
H 0.86219 4.79638 -0.36348
H 0.36040 -5.05687 1.90773
H -1.13240 3.40980 -5.60046
C 2.34544 -0.27022 3.98348
H -2.12756 -6.63880 1.29039
H 2.08838 2.24221 -2.10389
N 2.32030 1.06289 3.62614
H -1.26075 1.98856 -3.04691
H -2.17171 -5.06537 2.05630
O 0.14695 -0.30891 0.21093
O 2.74229 2.53218 -2.76677
H 2.21755 -2.08014 3.09491
O 1.51613 1.40432 0.90052
H -3.34566 2.59717 -0.36606
N -0.92073 -1.40514 -3.43451
H -0.02764 -8.03668 1.28117
H 1.62535 3.76782 1.80599
O -1.47635 -5.12436 0.07096
H -1.23320 1.33178 2.09854
C -1.60016 -5.67926 1.35327
H -1.48984 -3.29750 0.98297
H -1.29236 -6.35388 3.67998
N 2.21808 4.40643 2.30457
H -2.52689 1.72301 3.23369
H 0.41596 0.61045 -2.96493
C -1.41362 2.88253 -3.64807

=====

Entry 6:
78
Properties=species:S:1:pos:R:3 method="wB97M-V/def2-TZVPD" charge=+1 homo_ev="-11.149 / -11.149" energy_ev=-116265.69974 s_squared=0.76 multiplicity=2 homo_lumo_gap_ev="7.79 / 1.74"
O -14.76285 -30.52648 21.29736
H -15.37918 -27.26768 17.29028
C -23.91755 -28.51061 19.69504
H -18.34516 -25.21450 16.67094
F -19.54367 -31.62470 18.70114
H -16.66370 -36.07384 17.31082
H -21.33694 -28.59397 15.96133
C -16.34425 -35.88660 18.33600
H -18.79973 -32.56031 15.54766
O -15.43522 -29.18478 16.56585
C -15.39480 -28.30611 17.62121
C -18.94199 -26.10665 16.86054
F -19.41691 -30.07892 20.77071
C -22.80257 -27.21510 15.86517
As -20.30499 -30.06661 19.22833
H -14.47047 -28.50046 18.16522
H -17.97647 -35.42763 20.77378
H -17.00005 -30.08953 20.19094
C -17.38722 -34.57142 20.44546
N -14.37861 -31.52991 19.40550
H -16.49094 -34.53243 21.06454
H -23.61729 -35.43101 21.04213
H -23.61719 -27.64682 20.28814
O -19.25530 -31.73474 15.72790
H -17.50866 -30.81615 16.12716
H -14.76195 -31.85964 18.53118
H -22.02533 -25.69318 16.80961
H -16.25034 -28.58675 18.23552
C -18.41660 -30.63083 15.55323
H -19.74149 -25.44852 18.64856
F -18.90923 -29.15787 18.45814
C -22.12306 -34.02570 22.05421
O -17.89197 -34.03513 18.10805
H -22.74884 -27.79256 22.67354
H -24.25954 -34.87256 22.44410
H -20.88190 -27.13487 21.52602
H -21.21141 -27.28014 17.10458
O -20.82791 -27.04960 22.48070
H -21.75925 -35.38732 23.27443
H -21.77441 -33.48604 21.17369
N -16.32186 -30.61007 19.65319
F -21.21272 -28.55855 19.71761
H -18.15887 -30.55804 14.49664
C -21.74555 -27.99893 23.04625
H -13.45821 -31.68578 19.79107
N -21.70996 -27.74348 16.35834
H -18.02117 -33.78549 20.85597
H -23.47293 -28.64733 18.70928
H -23.67678 -25.44449 16.16108
H -21.37285 -28.98046 22.75334
H -16.70916 -36.61255 19.06259
O -21.34585 -35.14505 22.44256
H -19.36253 -26.46455 15.92078
H -18.73543 -29.61402 15.78244
H -21.65932 -27.97348 24.13254
H -21.13090 -32.90650 23.58902
C -16.92027 -34.61099 18.99843
H -18.45013 -33.42978 18.60162
C -15.19813 -30.89161 20.22438
N -22.85477 -26.00753 16.32658
H -15.29682 -35.59672 18.25254
F -21.60235 -31.03660 19.97341
O -20.00650 -25.83687 17.81157
H -16.30431 -33.71321 18.94655
Cs -22.24411 -32.43968 16.23634
H -23.25593 -30.27475 20.16735
H -24.12530 -33.73838 21.20025
C -22.14693 -33.04174 23.21823
C -23.56300 -34.54370 21.67288
O -24.05570 -29.77696 20.35221
H -15.22232 -30.06032 16.89707
H -22.67440 -33.49680 24.05656
O -23.56939 -27.61688 15.03623
H -18.17861 -26.82462 17.16032
F -21.23071 -30.24578 17.68179
H -16.56907 -31.14235 18.83120
H -22.49430 -32.06515 22.88105
H -24.95137 -28.22457 19.50143